1.
Entry from the Open Molecules 2025 dataset: a molecular structure, C37H47O4P2S3SiW at a distorted geometry (ωB97M-V/def2-TZVPD).

Each line ends with the Mulliken charge.
Element x y z (Å)
1 W -0.0185 -0.1929 0.4336  0.390
2 S 2.3861 -0.0447 0.1082  -0.464
3 P 1.7538 1.8955 -0.0159  1.228
4 C 0.0645 1.8424 0.0642  0.160
5 P -1.5991 2.0183 0.3685  1.011
6 S -2.4336 0.1626 0.3918  -0.417
7 C -2.2542 3.0531 -0.9567  0.974
8 C -2.1112 2.6314 -2.2772  -0.621
9 C -2.6079 3.4072 -3.3084  -0.855
10 C -3.2652 4.5995 -3.0243  -0.566
11 C -3.4406 5.0020 -1.7107  -0.720
12 C -2.9481 4.2240 -0.6704  -0.482
13 C -1.7364 2.8807 1.9457  1.637
14 C -2.5704 2.2548 2.8643  -1.437
15 C -2.7626 3.1107 4.1160  -1.348
16 C -2.1049 4.3173 4.0506  -0.752
17 C -1.1762 4.7881 3.1330  -1.025
18 C -0.9683 4.0367 2.0465  -0.216
19 C 2.3493 3.0094 1.2754  0.300
20 C 2.7194 2.5044 2.5215  -0.518
21 C 3.0567 3.4092 3.5360  -0.424
22 C 3.0195 4.7931 3.3125  -0.611
23 C 2.6879 5.2827 2.0484  -0.780
24 C 2.3614 4.4062 1.0354  -0.290
25 C 2.1967 2.6935 -1.5704  0.766
26 C 3.4355 3.3294 -1.6749  -0.426
27 C 3.8067 3.9245 -2.8703  -0.694
28 C 2.9553 3.8681 -3.9648  -0.558
29 C 1.7384 3.2081 -3.8703  -0.671
30 C 1.3616 2.6132 -2.6771  -0.472
31 H -1.6305 1.6857 -2.4971  0.572
32 H -2.4962 3.0787 -4.3332  0.451
33 H -3.6565 5.2044 -3.8314  0.404
34 H -3.9718 5.9177 -1.4883  0.444
35 H -3.1082 4.5349 0.3540  0.326
36 H -3.1202 1.3824 2.5642  0.598
37 H -3.1655 2.8062 5.0824  0.475
38 H -2.3531 4.9966 4.8640  0.438
39 H -0.6968 5.7472 3.2740  0.527
40 H -0.3069 4.3340 1.2443  0.822
41 H 2.7453 1.4361 2.7072  0.358
42 H 3.3266 3.0110 4.5067  0.551
43 H 3.2492 5.4885 4.1117  0.440
44 H 2.6775 6.3483 1.8613  0.433
45 H 2.0795 4.8000 0.0685  0.502
46 H 4.1098 3.3621 -0.8285  0.474
47 H 4.7622 4.4253 -2.9481  0.418
48 H 3.2463 4.3313 -4.8982  0.403
49 H 1.0828 3.1519 -4.7292  0.439
50 H 0.4220 2.0880 -2.6036  0.224
51 C 1.7925 2.0023 7.0079  -1.443
52 C 0.2862 1.9499 6.8224  1.567
53 C -0.3371 1.0199 7.8698  -1.409
54 C -0.3105 3.3521 6.9776  -1.452
55 O -0.1055 1.5156 5.4864  1.588
56 Si -0.0270 0.0305 4.8758  -2.258
57 S 0.0175 -0.0277 2.7056  -0.483
58 O -1.2550 -0.9165 5.3036  0.223
59 C -2.6974 -0.8641 5.1473  2.033
60 C -3.0679 -1.6238 3.8901  -1.253
61 C -3.2307 0.5663 5.1709  0.321
62 C -3.2335 -1.6143 6.3615  -1.936
63 O 1.3852 -0.6207 5.2954  0.173
64 C 2.0192 -1.9009 5.0350  1.726
65 C 2.9389 -1.7370 3.8303  -1.384
66 C 2.8378 -2.2024 6.2826  -1.868
67 C 0.9960 -3.0003 4.7917  -1.570
68 H 2.0205 2.5003 7.9506  0.560
69 H 2.2936 2.5690 6.1744  0.102
70 H 2.2184 0.9992 7.0437  0.089
71 H -0.1605 1.4163 8.8698  0.573
72 H 0.1002 0.0204 7.8168  0.152
73 H -1.4130 0.9348 7.7164  0.183
74 H -0.0883 3.7625 7.9624  0.522
75 H -1.3943 3.3173 6.8576  0.289
76 H 0.1010 4.0154 6.2145  0.222
77 H -2.7386 -1.0897 3.0063  0.027
78 H -4.1491 -1.7635 3.8430  0.492
79 H -2.5876 -2.6028 3.8805  0.290
80 H -3.0166 1.3112 4.2962  -1.052
81 H -2.9505 1.0381 6.1116  0.220
82 H -4.3296 0.4738 5.1785  0.594
83 H -2.8425 -2.6322 6.3875  0.378
84 H -4.3217 -1.6564 6.3253  0.438
85 H -2.9280 -1.1120 7.2803  0.392
86 H 3.5942 -0.8761 3.9753  0.248
87 H 2.3612 -1.5897 2.9165  0.208
88 H 3.5547 -2.6281 3.7076  0.493
89 H 3.5604 -1.4054 6.4633  0.328
90 H 3.3750 -3.1431 6.1653  0.467
91 H 2.1856 -2.2787 7.1538  0.403
92 H 0.4109 -2.8096 3.8905  0.153
93 H 0.3127 -3.0916 5.6358  0.309
94 H 1.5233 -3.9458 4.6617  0.568
95 O -0.0810 -1.9164 0.4901  -0.641

Its energy relative to the best compared isomer or geometry (same formula, charge and spin) is 3.246 eV. The LUMO energy is -4.57 eV. As for the HOMO energy: -11.20 eV. As for the net charge: +1. Its frontier orbital gap is 6.63 eV.

---

2.
Entry from the Open Molecules 2025 dataset: a molecular structure, C38H30Cl3N13OSSn at a distorted geometry (ωB97M-V/def2-TZVPD).

Each line ends with the Mulliken charge.
Element x y z (Å)
1 Sn -20.5545 -5.3584 -3.1150  1.467
2 N -22.0091 -6.0138 -1.4510  -0.084
3 C -23.4329 -6.0511 -1.5543  -0.040
4 C -24.1539 -7.1226 -1.0868  -0.516
5 C -25.5241 -7.1796 -1.3049  -0.729
6 C -26.1199 -6.1633 -2.0091  -0.964
7 C -25.4179 -4.9794 -2.3227  -0.642
8 C -24.0399 -4.9393 -2.1076  0.404
9 C -23.2864 -3.7764 -2.6466  -0.625
10 C -23.3782 -3.3803 -4.0016  -0.353
11 C -22.6712 -2.3068 -4.4576  -0.578
12 C -21.8868 -1.5049 -3.5973  -1.145
13 C -21.8122 -1.8217 -2.2552  -0.657
14 C -22.5642 -2.9016 -1.8114  1.314
15 H -21.6219 -6.9677 -1.1916  0.292
16 H -21.8084 -5.3882 -0.6678  0.394
17 H -23.6361 -7.9473 -0.5660  0.418
18 H -26.0747 -8.0148 -0.9559  0.499
19 H -27.1961 -6.2715 -2.2198  0.452
20 H -25.9466 -4.2085 -2.8596  0.595
21 H -23.9828 -3.9934 -4.6906  0.587
22 H -22.8395 -2.0257 -5.5141  0.593
23 H -21.3695 -0.6441 -3.9855  0.623
24 H -21.3065 -1.2682 -1.5114  0.660
25 C -24.5110 -8.0898 -6.5046  -1.279
26 N -23.2718 -7.8753 -5.6749  0.873
27 C -23.1470 -7.2871 -4.4893  -0.308
28 N -21.8863 -7.2083 -4.1577  0.295
29 C -21.2359 -7.7448 -5.2086  -0.616
30 N -22.0470 -8.1541 -6.1567  -0.954
31 C -25.0840 -6.7923 -7.0266  0.705
32 C -26.4419 -6.5769 -7.2049  -1.019
33 C -26.8941 -5.3757 -7.7843  -0.626
34 C -26.0028 -4.3201 -8.0698  -0.743
35 C -24.6566 -4.5171 -7.8556  0.151
36 C -24.2267 -5.7572 -7.3561  0.361
37 C -23.6964 -3.4372 -8.0622  0.300
38 N -23.9217 -2.1986 -8.3057  -0.421
39 N -22.6682 -1.6075 -8.4622  -0.308
40 C -21.8181 -2.5130 -8.1936  -0.298
41 O -22.4059 -3.7223 -7.8935  -0.129
42 C -20.3674 -2.3684 -8.1934  0.551
43 C -19.7426 -2.7873 -9.3732  -0.474
44 C -18.3752 -2.7628 -9.4942  -0.968
45 C -17.5985 -2.2904 -8.4288  -0.853
46 C -18.2061 -1.8905 -7.2298  0.399
47 C -17.2590 -1.4950 -6.0943  -0.791
48 N -17.3623 -2.3986 -4.9669  0.878
49 C -17.8096 -3.6481 -4.8758  -0.347
50 N -17.7429 -4.0661 -3.6141  -0.305
51 C -17.0381 -3.0450 -3.0165  -0.247
52 N -16.7556 -2.0577 -3.7987  -1.098
53 C -19.6069 -1.8989 -7.0968  -0.211
54 H -25.2583 -8.6208 -5.8582  0.442
55 H -24.3098 -8.8333 -7.2584  0.363
56 H -23.9573 -7.0905 -3.8246  0.139
57 H -20.1586 -7.8192 -5.2778  0.609
58 H -27.1596 -7.3914 -7.0334  0.451
59 H -27.9857 -5.3590 -7.9216  0.390
60 H -26.4380 -3.4100 -8.4875  0.536
61 H -23.1681 -5.8590 -7.1113  0.716
62 H -20.3688 -3.1391 -10.1553  0.563
63 H -17.9127 -2.9887 -10.4251  0.438
64 H -16.5212 -2.2878 -8.4514  0.393
65 H -17.4668 -0.4917 -5.7658  0.367
66 H -16.2750 -1.4402 -6.5416  0.387
67 H -18.1495 -4.2052 -5.7338  0.629
68 H -16.7757 -3.0531 -1.9441  0.294
69 H -20.0494 -1.7115 -6.1337  0.734
70 N -18.6418 -9.1766 -1.9631  -0.062
71 C -17.5258 -8.3817 -1.9491  -0.678
72 C -17.9215 -7.1286 -2.2745  -0.514
73 N -19.3135 -7.1739 -2.4673  0.475
74 C -19.7064 -8.4229 -2.2661  -0.642
75 H -18.8154 -10.1932 -1.8211  0.308
76 H -16.5563 -8.8125 -1.7206  0.417
77 H -17.3949 -6.2238 -2.4436  0.536
78 H -20.7245 -8.7434 -2.3389  0.428
79 S -21.9366 -1.9600 1.8873  -0.240
80 C -22.2629 -2.6477 0.4937  0.340
81 N -22.6470 -3.2382 -0.4936  -0.397
82 Cl -17.2346 -1.9605 0.8510  -0.019
83 C -17.6760 -3.6286 1.0239  0.717
84 Cl -18.3037 -4.0117 2.6737  -0.074
85 Cl -16.3137 -4.7315 0.6840  -0.058
86 C -18.7313 -3.9768 -0.0202  -0.535
87 N -19.4911 -4.3059 -0.8380  0.063

The LUMO energy is -4.98 eV. As for the HOMO energy: -13.30 eV. As for the net charge: +2. Its frontier orbital gap is 8.32 eV.

---

3.
Entry from the Open Molecules 2025 dataset: 8 unconnected molecules or ions with the total composition C4H23NO8S at a distorted geometry (ωB97M-V/def2-TZVPD).

Each line ends with the Mulliken charge.
Element x y z (Å)
1 C -1.8863 -1.3032 -0.0404  -0.364
2 N -2.0406 -1.0687 -1.4768  -0.082
3 C -2.6754 -1.8283 -2.3968  -0.055
4 O -2.9490 -1.3864 -3.5030  -0.588
5 C -2.3963 -0.1458 0.8071  -0.809
6 C -1.2840 0.7484 1.3523  -0.356
7 S -0.7772 2.1215 0.3296  -0.140
8 H -2.3825 -2.2488 0.1657  0.373
9 H -0.8209 -1.4256 0.1602  0.144
10 H -1.8186 -0.1346 -1.7803  0.349
11 H -2.7767 -2.8953 -2.1556  0.341
12 H -3.1533 0.4424 0.2891  0.365
13 H -2.8964 -0.5527 1.6916  0.376
14 H -1.6240 1.2010 2.2877  0.335
15 H -0.3911 0.2234 1.6996  0.145
16 H -0.2859 1.4012 -0.7107  -0.037
17 H 1.5617 -2.1440 1.3748  0.270
18 H 1.6095 -1.5322 -0.0994  0.328
19 O 1.2077 -2.2216 0.4733  -0.652
20 H -0.1803 3.9453 2.9537  0.307
21 H 0.9119 3.3252 3.7763  0.276
22 O 0.1271 3.0897 3.2678  -0.566
23 H 1.9409 0.3087 -1.3878  0.356
24 H 2.2194 0.9922 -0.0410  0.225
25 O 2.3851 0.1846 -0.5351  -0.592
26 H 0.1423 -0.7316 -4.4958  0.296
27 H -0.5031 -0.8605 -3.1629  0.357
28 O 0.3138 -0.5429 -3.5638  -0.623
29 H 2.0085 0.3433 4.0884  0.313
30 H 2.1528 -1.1219 4.1821  0.310
31 O 1.5249 -0.4572 3.8621  -0.599
32 H 2.4083 1.4549 2.3430  0.251
33 H 2.3731 2.9845 2.2630  0.325
34 O 2.9768 2.2383 2.2909  -0.587
35 H 2.3153 -2.5013 -2.8374  0.328
36 H 3.0375 -1.7831 -1.7067  0.314
37 O 3.1948 -2.2725 -2.5154  -0.634

Its energy relative to the best compared isomer or geometry (same formula, charge and spin) is 0.000 eV. Its SMILES is O=CNCCCS.O.O.O.O.O.O.O. The LUMO energy is -0.09 eV. As for the HOMO energy: -9.47 eV. As for the net charge: 0. Its frontier orbital gap is 9.38 eV.

---

4.
Entry from the Open Molecules 2025 dataset: a molecular structure, C5H6O (ωB97M-V/def2-TZVPD).

Each line ends with the Mulliken charge.
Element x y z (Å)
1 C -1.5532 0.5475 -0.4041  -0.910
2 C -0.6070 -0.6097 -0.1210  -0.432
3 C 0.6659 -0.5866 -0.6173  0.202
4 C 1.9020 -0.2850 -0.5674  -0.596
5 C 2.1305 0.0824 0.8151  0.244
6 O 1.1994 0.4310 1.5950  -0.496
7 H -1.0101 1.4957 -0.4543  0.292
8 H -2.0780 0.4119 -1.3551  0.307
9 H -2.3062 0.6242 0.3857  0.301
10 H -1.0813 -1.5805 0.0343  0.346
11 H 0.2165 -0.0197 1.0345  0.363
12 H 3.1301 0.0703 1.2580  0.379

Its energy relative to the best compared isomer or geometry (same formula, charge and spin) is 4.417 eV. The LUMO energy is -0.20 eV. As for the HOMO energy: -8.71 eV. As for the net charge: 0. Its frontier orbital gap is 8.51 eV.